19
Properties=species:S:1:pos:R:3:forces:R:3 method="wB97M-V/def2-TZVPD" orbital_gap_ev=8.4 e_above_lowest_kj_mol=691.3 homo_energy_ev=-9.75 lumo_energy_ev=-1.33
C 0.210 0.998 0.996 3.070 -1.462 -0.999
C 0.712 -0.182 0.531 -0.066 0.337 1.015
C -1.059 1.089 0.378 -0.268 -1.368 0.109
C -0.403 -1.157 -2.068 -0.260 0.705 -0.132
C 1.950 -0.970 0.646 1.637 -0.301 -0.985
N -1.955 1.878 0.552 -2.190 1.288 -0.258
N 1.017 2.084 1.601 -0.742 -1.116 -0.982
O 0.739 3.199 1.306 -0.868 1.666 -0.405
O 1.966 1.746 2.236 1.350 -0.897 1.231
O -1.420 -1.780 0.518 -0.415 -0.345 -0.009
O -2.131 -0.513 -1.873 -0.440 -0.928 0.236
O -0.306 -2.289 -2.445 0.178 0.702 0.152
S -0.822 -0.739 -0.280 0.783 1.331 0.569
H 0.069 -0.187 -2.406 -0.401 -0.985 -0.349
H 2.189 -1.084 1.716 -0.071 -0.355 -0.443
H 2.875 -0.424 0.212 -1.576 -0.607 0.600
H 1.873 -1.962 0.067 0.028 1.427 1.185
H -2.827 1.625 0.100 -0.240 0.114 -0.249
H -2.679 -1.333 -1.789 0.491 0.794 -0.284